Density functional theory data (ωB97M-V/def2-TZVPD) for 11 unconnected molecules or ions with the total composition C26H80N6O11.

ORCA input file:
```
! RIJCOSX wB97M-V def2-TZVPD def2/J DEFGRID3
* xyz 0 1
H -7.42 -0.36 5.11
H 0.02 1.97 -0.86
H -2.26 4.13 -3.75
H -5.11 -6.91 -5.37
O -7.28 -2.63 2.52
C 1.19 -4.93 2.49
C 3.04 -0.43 5.54
N 7.91 0.00 -0.05
H -5.62 -0.42 5.28
H 3.64 1.00 4.18
O 6.07 2.85 1.37
C 1.71 -0.97 6.22
C -5.02 -2.89 -4.94
H -2.54 5.61 1.87
H -7.06 -1.00 1.26
C 3.62 -5.18 2.95
N -5.87 -2.37 -6.09
H -3.14 4.02 -4.98
O 0.02 -5.57 1.78
H 1.42 -4.01 1.95
H 8.72 0.11 2.55
H -3.43 -6.39 -5.13
H 2.08 2.96 -5.92
C -6.49 -0.74 4.69
H 4.15 -1.06 7.29
C 6.78 2.05 0.43
C -7.36 -1.25 2.28
H -4.42 3.65 -0.76
H -0.29 6.40 -1.94
H 1.91 6.37 -6.77
H 2.63 -5.41 0.44
H -1.97 -5.17 1.09
H -0.93 -3.70 1.32
H 8.05 1.65 2.88
O -4.71 -5.00 -5.96
O 4.10 2.64 -6.02
C 3.00 3.44 -5.59
C 3.10 4.90 -6.14
N 2.63 -6.19 1.08
C -0.50 2.29 0.04
H 3.32 4.67 -7.18
H 6.47 0.17 1.48
O -5.37 3.79 -0.81
H 7.55 2.68 -0.01
H 0.28 2.69 0.68
H 6.13 1.80 -0.40
H 3.81 -4.21 2.49
H -2.01 0.82 0.43
C 0.90 -2.64 7.68
H -5.49 4.69 -0.50
H 0.90 -4.61 3.49
C 4.32 5.62 -5.56
H 1.81 -6.70 0.80
C -8.14 -3.42 1.68
C -5.43 -2.10 -3.70
H 8.62 0.63 -0.42
N -6.40 0.86 2.94
H 4.12 0.66 7.13
H -0.13 -2.67 7.30
H 9.23 1.56 1.57
H 6.52 4.56 0.40
O -1.23 3.47 -0.26
O -3.17 6.00 2.47
O 1.95 -2.13 6.87
H 2.24 -6.81 2.92
H 2.04 0.92 4.25
H -9.19 -3.14 1.75
C 4.19 -0.26 6.55
H -4.02 -2.61 -5.27
H -0.39 7.91 -2.10
C 2.37 -5.84 2.45
O 0.16 7.16 -2.32
H -0.49 0.30 0.90
H 0.34 6.95 -3.25
H -5.33 -0.81 2.91
H 7.25 -0.09 -0.81
C 7.30 0.71 1.02
H 4.51 -5.79 2.85
H -7.36 1.17 2.89
H 3.44 2.25 -8.01
H 4.84 3.24 -7.85
O -2.34 4.43 -4.66
H 0.93 -2.01 8.56
H -5.45 -1.48 -6.31
H 5.20 5.05 -5.85
H 1.28 -0.20 6.86
H -4.06 -6.71 -6.83
H -1.41 1.54 1.88
H -6.45 -2.43 -3.48
H -4.83 -2.23 -2.80
H -6.08 -4.72 -4.58
N 1.94 5.74 -5.98
H 4.85 4.18 0.09
C -6.35 -0.54 3.16
H -8.05 -4.50 1.81
H -3.74 6.53 1.92
H 4.91 1.51 -7.51
H 5.13 -0.40 6.01
H -8.36 -0.84 2.39
H -6.07 0.95 1.99
C 4.31 2.41 -7.38
C 8.41 1.04 2.06
H 3.33 -1.17 4.78
H 4.28 5.67 -4.47
H -1.50 -4.50 2.66
C -5.05 -4.39 -4.73
H 1.05 -3.71 7.83
C -4.28 -6.37 -5.82
C -1.10 1.20 0.90
N 2.88 0.79 4.81
H 4.48 6.64 -5.90
H 3.04 3.43 -4.50
H -6.80 -2.16 -5.74
C -1.15 -4.72 1.64
H 3.52 -4.94 4.01
H -7.93 -3.35 0.61
H -4.35 -4.71 -3.97
H -5.43 -1.04 -3.94
H 1.12 5.20 -6.23
H 0.90 -1.15 5.51
H 5.25 4.77 1.63
C 5.63 4.12 0.85
H -6.56 -1.81 4.87
*
```

The LUMO energy is -2.2 eV. The value obtained for the HOMO energy is -5.93 eV.

Density functional theory data (ωB97M-V/def2-TZVPD) for 15 unconnected molecules or ions with the total composition C26H85BO27.

ORCA input file:
```
! RIJCOSX wB97M-V def2-TZVPD def2/J DEFGRID3
* xyz 0 1
C 1.03 2.41 17.58
H 5.96 1.65 21.69
O -2.74 2.09 17.88
O 4.88 -1.67 25.84
H -0.62 -7.10 18.78
H 0.54 -5.16 22.84
H -2.08 -0.75 25.14
H 1.27 -3.10 23.90
H 2.15 0.68 19.97
O -0.37 1.78 15.79
C -5.88 -2.82 17.94
C 0.99 1.66 16.27
O 0.38 -1.76 22.53
O 0.34 -4.44 21.02
C 5.76 0.78 21.06
C -1.33 -7.06 19.60
H 3.65 1.03 24.31
H -1.29 1.51 23.59
O 2.68 -5.59 21.24
H 5.77 -3.81 22.64
H -3.66 -4.95 18.52
H 1.26 1.38 19.24
H 1.68 2.10 15.54
H -1.82 0.14 15.15
H -0.38 6.20 23.15
H -3.04 -0.42 14.19
H 1.85 -3.49 19.38
O 1.31 5.29 23.65
H 1.03 4.37 23.68
H -1.93 -2.76 17.40
O -2.15 -0.39 19.60
H -1.41 -2.13 15.15
H -1.33 2.14 25.90
H -3.79 -0.01 18.48
O -3.76 0.08 16.00
H 0.79 3.25 21.65
H -4.10 -2.77 19.08
H -3.43 -7.80 19.69
H 2.32 -7.55 21.59
H 4.26 -3.91 24.55
H -3.70 2.45 19.65
C 5.53 -4.80 23.00
H 1.05 -0.54 20.32
H -6.79 -3.36 17.69
H 1.25 0.75 21.45
H 4.35 -1.41 23.91
H 5.39 0.49 24.73
O 0.35 -1.14 20.03
C 3.16 -2.96 18.07
H 1.72 2.23 20.78
C -2.71 -0.49 15.23
H 3.46 -8.48 19.61
O 3.91 -5.94 24.54
C 0.20 -4.19 22.46
H -2.88 0.97 23.51
C 0.43 5.16 21.46
H 3.96 0.47 21.64
H 0.08 -1.29 23.31
O 4.19 0.85 26.33
H 4.36 -3.32 19.68
H -3.67 -8.07 17.47
C 5.31 1.45 19.80
H 4.95 0.72 19.08
H -6.11 -1.87 18.42
H -2.04 2.17 19.92
H -5.38 -3.86 19.74
C 4.09 -1.02 24.90
H -3.00 2.42 25.25
H -0.85 -4.00 22.70
H 3.04 -1.30 25.01
H -2.29 -9.05 19.20
H -2.93 1.08 27.34
H -4.87 -3.16 16.43
H 6.14 1.84 19.21
H 2.96 1.30 21.50
O 3.18 -1.87 20.09
C 4.20 -4.75 23.86
O 5.38 -5.62 21.87
C -2.26 -1.87 15.78
O -2.91 0.76 26.44
O -5.18 -2.36 16.86
H 3.75 -3.53 17.35
H 1.87 -6.92 19.96
H 0.16 -1.75 20.74
H 4.91 -1.72 18.89
O 2.08 -3.77 18.49
C -2.53 -7.99 19.11
H 6.42 -5.07 23.57
O -2.00 -1.84 17.15
C 2.63 -6.94 20.74
B 2.06 1.21 20.91
H -0.39 -0.54 19.86
H 1.97 -2.87 22.33
H 3.33 -4.44 23.28
O 0.62 1.49 18.53
O 0.02 3.79 21.47
O -1.69 -0.41 24.33
H 3.51 -5.72 25.38
C 3.79 -7.52 20.00
H -1.15 -5.10 19.83
H 4.64 -7.68 20.67
C -4.87 -3.50 18.84
H 5.87 -6.42 22.09
O 4.13 -6.80 18.82
H -2.92 -2.71 15.56
H -0.82 -7.39 20.50
H 3.59 -5.53 21.54
H 1.16 -4.94 20.94
H -0.26 5.65 20.77
H 6.72 0.30 20.88
H 3.52 2.23 20.09
O -1.85 -5.71 19.60
H -0.88 1.85 16.60
H 0.40 3.30 17.60
H 1.29 0.64 16.53
H 3.31 0.90 26.70
O -2.83 -7.74 17.81
O 4.41 2.57 19.93
H -3.17 1.34 17.46
H -3.85 0.34 20.29
O -4.44 -4.59 18.09
H -2.22 -1.19 19.07
C -2.25 1.69 25.53
H 2.67 -2.05 17.72
H 4.42 -5.94 19.12
O 4.78 -0.03 21.60
H 1.33 5.05 20.87
H 3.59 -1.42 20.83
C 4.10 -2.41 19.14
C -2.86 1.88 19.26
C -3.26 0.31 19.38
H 4.83 -1.06 26.58
C 1.02 -2.94 22.85
C 4.33 0.50 24.98
H 1.99 2.61 18.06
H -4.15 -0.66 16.48
C -2.01 0.93 24.17
H 0.90 7.02 22.42
C 0.60 6.01 22.72
*
```

The LUMO energy is -0.1 eV. The value obtained for the HOMO energy is -9.26 eV.

Density functional theory data (ωB97M-V/def2-TZVPD) for a molecular structure, C27H14CrF5NO6S2.

ORCA input file:
```
! RIJCOSX wB97M-V def2-TZVPD def2/J DEFGRID3
* xyz -2 5
C 0.80 -2.78 -0.64
F -1.53 2.15 1.93
C 0.04 0.84 5.45
C 2.93 -4.08 -0.62
C 4.73 0.85 -1.25
C -3.36 -2.83 -0.25
H -4.98 -0.15 2.01
H -6.42 -1.86 0.90
C 3.41 1.28 -1.21
H -0.89 -4.46 -1.92
S 0.75 1.23 -1.68
H -5.35 -3.57 -0.56
O 1.47 -1.73 0.00
C -2.71 -3.79 -1.10
H 3.14 2.20 -0.72
C -2.53 -1.88 0.39
C -3.17 -0.91 1.20
F -1.04 2.63 6.56
Cr 0.36 -0.47 1.19
S 1.54 -1.79 -3.27
O -0.09 0.44 -2.54
O 0.41 1.12 -0.25
F 1.11 -0.91 4.40
C 0.31 0.17 4.27
F 0.55 0.43 6.63
H 5.50 1.44 -0.77
H 3.60 -4.72 -1.19
C -4.53 -0.91 1.38
H 4.29 -2.02 -2.99
O 2.02 -1.80 -4.67
C 1.69 -3.69 -1.37
H 2.94 -3.08 2.67
C -0.57 -2.79 -0.54
C 2.65 -2.93 1.64
O 2.17 -3.19 -2.69
C -1.38 -3.77 -1.25
C 4.06 -1.08 -2.49
H -3.32 -4.51 -1.64
C 1.80 -1.92 1.40
O 0.94 2.62 -2.06
H -2.55 -0.16 1.68
C 5.05 -0.33 -1.90
C 2.40 0.53 -1.81
H 4.19 -4.27 0.99
H 6.08 -0.67 -1.93
C -0.17 0.56 3.03
C -1.28 2.39 4.22
C -4.75 -2.82 -0.05
N -1.19 -1.85 0.25
C -5.34 -1.87 0.75
H 1.14 -4.60 -1.62
C 2.73 -0.67 -2.44
F -2.08 3.48 4.19
C -0.97 1.68 3.07
C -0.76 1.96 5.42
C 3.28 -3.79 0.64
*
```

The LUMO energy (spin up / spin down) is 4.7 / 4.7 eV. The value obtained for the HOMO energy (spin up / spin down) is -1.16 / -1.29 eV.

Density functional theory data (ωB97M-V/def2-TZVPD) for a molecular structure, C27H15F10InN4O5S4.

ORCA input file:
```
! RIJCOSX wB97M-V def2-TZVPD def2/J DEFGRID3
* xyz -2 1
C 2.67 0.88 1.13
O -6.61 -2.55 -0.57
S -1.27 -2.44 0.24
F 0.19 3.93 2.49
F -1.68 -0.48 2.58
O 1.19 -3.85 3.65
H 3.36 -0.76 -1.67
C 1.70 -2.54 -2.15
H 1.53 2.71 1.08
C -2.89 2.68 3.89
H 2.63 -0.04 1.72
H 2.47 -6.66 -0.05
S -2.44 0.87 -0.06
N 1.63 -2.90 0.27
H 3.65 1.36 1.26
H 2.06 -5.63 2.19
C 1.71 -3.68 1.35
F -2.00 -0.04 -2.79
C -1.75 0.85 2.83
C 2.24 -5.60 0.04
H 4.48 -0.05 -0.48
F 0.56 3.98 -2.49
C 2.16 -4.79 -1.08
H 3.57 1.85 -1.44
C -1.89 1.30 -2.94
O 2.37 -2.86 -3.13
C -1.60 4.00 -3.41
C -5.49 -2.13 -0.44
C 3.47 -0.47 -0.62
F -1.47 5.34 -3.61
H 2.35 -5.16 -2.07
C -2.78 3.37 -3.76
F -4.04 1.38 -3.93
O 1.59 -1.81 2.83
In -0.05 -0.28 -0.32
H 0.97 -3.32 4.44
C 2.52 1.63 -1.16
C 1.68 1.37 -2.40
C -2.91 2.00 -3.52
H 1.79 2.22 -3.09
F -3.83 0.50 3.91
S -4.07 -3.15 -0.22
F -3.78 4.07 -4.35
C 2.00 -5.04 1.28
C 1.48 -2.99 2.64
C -0.56 3.29 -2.85
H 3.36 -1.36 -0.01
C 1.58 1.79 1.68
C -0.76 3.01 2.81
O 0.93 -1.56 -2.04
S -5.06 -0.42 -0.43
H 2.06 0.47 -2.89
C -3.33 -0.60 -0.14
F -1.86 4.81 3.88
C -2.87 -1.87 -0.04
C -2.83 1.33 3.52
C -0.66 1.65 2.39
C 1.83 -3.45 -0.91
N 0.31 1.12 -2.08
N 2.46 0.50 -0.25
N 0.34 1.09 1.72
H 1.88 2.08 2.70
F -3.93 3.16 4.62
C -1.84 3.50 3.53
C -0.64 1.89 -2.59
H 2.11 2.51 -0.67
*
```

The LUMO energy is 4.0 eV. The value obtained for the HOMO energy is -1.52 eV.

Density functional theory data (ωB97M-V/def2-TZVPD) for a molecular structure, C27H16ClGaIN5O3.

ORCA input file:
```
! RIJCOSX wB97M-V def2-TZVPD def2/J DEFGRID3
* xyz 0 1
C 2.68 2.53 2.39
H -3.09 -0.10 -1.61
Ga 0.50 -0.16 -0.43
C 3.12 -0.44 -1.44
C -3.32 -3.47 -1.74
N 2.40 0.33 -0.51
H -0.34 0.36 3.13
H 2.57 -3.45 -2.92
N -1.27 -0.06 0.78
I -0.73 4.58 -1.84
C 2.46 -1.63 -1.80
C 3.07 -2.53 -2.66
C 4.97 -1.07 -2.84
C -3.44 0.70 2.32
C -2.95 -0.58 2.37
C -1.85 -0.92 1.58
N 1.13 0.83 1.75
N 1.13 -1.75 -1.31
C 2.04 2.69 3.60
H 4.86 0.76 -1.70
H 4.80 -2.95 -3.85
C 2.20 1.58 1.50
N -1.50 -1.41 -1.49
C -1.14 2.02 -0.33
H -1.42 -1.92 1.61
C -1.60 3.31 -0.46
Cl -4.61 3.58 2.19
C -2.67 3.77 0.34
C 0.95 1.88 3.89
H 5.95 -0.84 -3.25
C 4.37 -0.16 -1.97
C -1.77 1.20 0.66
C 0.41 -2.88 -1.50
C -2.80 -1.15 -1.62
H -4.03 -4.28 -1.83
C 0.52 0.98 2.94
H 3.55 3.10 2.09
H 0.43 1.95 4.83
C 2.98 1.26 0.24
C -3.28 2.97 1.25
H -3.01 4.79 0.22
H -4.27 1.00 2.93
C -1.97 -3.75 -1.61
H -3.39 -1.32 3.03
C -2.85 1.64 1.44
O -0.19 1.48 -1.05
O 4.07 1.82 0.09
H -1.56 -4.75 -1.62
O 0.82 -4.00 -1.75
H -4.79 -1.89 -1.89
H 2.38 3.42 4.31
C -3.75 -2.15 -1.77
C -1.10 -2.67 -1.50
C 4.33 -2.24 -3.18
*
```

The LUMO energy is -0.9 eV. The value obtained for the HOMO energy is -7.47 eV.

Density functional theory data (ωB97M-V/def2-TZVPD) for a molecular structure, C27H16ClMnN5O3S2.

ORCA input file:
```
! RIJCOSX wB97M-V def2-TZVPD def2/J DEFGRID3
* xyz -2 6
C -3.39 -4.25 3.74
S 0.37 -2.07 -2.12
N 1.70 1.79 0.82
H 2.58 2.63 1.95
C -2.80 2.48 -2.64
H -2.73 5.89 -2.44
H -5.49 -1.66 5.76
C 2.39 -0.96 -6.10
H 3.02 -2.03 4.95
C 1.06 -2.45 -4.67
C -0.80 3.27 -1.42
Cl -2.75 -0.84 5.74
C 1.50 -2.08 -5.96
C 1.50 0.63 1.45
O -1.33 0.87 -1.69
S 2.44 0.66 -2.41
N 0.65 -3.43 -7.99
H -4.18 4.06 -3.24
C 2.16 0.45 2.77
C 2.74 1.56 3.46
C 1.21 -1.67 -3.55
C -2.72 -3.16 4.39
H 3.78 2.11 5.33
H -5.30 -5.00 3.32
C 3.40 0.01 5.25
H 0.90 3.92 -0.29
C 2.24 -0.85 3.31
H -2.98 -5.10 3.18
H 1.93 -1.74 2.70
Mn 0.46 0.15 -1.05
C -3.51 -2.26 5.16
C -2.40 4.83 -2.30
C 3.34 1.32 4.71
C 2.53 -0.16 -4.96
H 0.55 -3.42 -4.64
N 3.62 -0.96 -8.34
C -4.77 -4.23 3.85
H -0.50 5.43 -1.46
C 2.09 -0.45 -3.66
H -1.68 -2.95 4.28
C 3.10 -0.89 -7.29
H 3.91 -0.20 6.26
C 1.08 -2.85 -7.07
C -1.60 2.13 -1.90
N -5.51 -3.31 4.50
O 0.82 -0.32 0.90
H -3.33 1.64 -3.08
H 3.17 0.74 -4.97
N 0.68 1.92 -0.09
C -1.17 4.60 -1.73
C -4.87 -2.39 5.20
O 2.93 2.78 2.91
C 0.38 3.07 -0.64
C -3.24 3.82 -2.78
C 2.86 -1.05 4.58
*
```

The LUMO energy (spin up / spin down) is 3.6 / 3.6 eV. The value obtained for the HOMO energy (spin up / spin down) is -1.36 / -1.70 eV.